# 1
An isolated molecule of C6H9NO at a distorted geometry, computed with ωB97M-V with the def2-TZVPD basis set.

## Properties
**HOMO energy**: -7.78 eV
**LUMO level**: 0.0263 Ha
**Gap between HOMO and LUMO**: 0.3122 Eh
**Energy above the lowest of the compared OMol25 structures with the same formula, charge and spin**: 171.3 kJ/mol
**Net charge**: 0
**SMILES**: C=C(C=O)/C=C(\C)N
**2S+1**: 1

Each line ends with the Mulliken charge.
CARTESIAN COORDINATES (ANGSTROEM)
C 1.5897 0.3213 0.7686  -1.4896
C 0.3686 -0.4833 1.0652  1.1041
C -0.7991 0.0155 -1.0898  0.8200
N 0.2593 -0.8924 2.3789  -0.5326
C -0.0202 1.2426 -1.3998  -0.3305
C -0.6835 -0.5893 0.2177  -0.7715
C -1.5525 -0.5244 -2.0614  -1.0781
O 0.6351 1.3963 -2.4132  -0.4766
H 0.7869 -0.3752 3.0634  0.2044
H -0.6473 -1.1988 2.6933  0.1996
H -0.2735 2.1079 -0.7496  0.3557
H -1.5083 -1.2269 0.5130  0.2589
H 1.7995 0.3585 -0.2981  0.4652
H 1.3126 1.4349 0.9451  0.2815
H 2.4412 -0.0805 1.3137  0.3966
H -1.5402 -0.1149 -3.0576  0.3006
H -2.1683 -1.3913 -1.8893  0.2924


# 2
An isolated molecule of CH4N2S2 at a distorted geometry, computed with ωB97M-V with the def2-TZVPD basis set.

## Properties
**HOMO energy**: -8.70 eV
**LUMO level**: 0.0211 Ha
**Gap between HOMO and LUMO**: 0.3406 Eh
**Energy above the lowest of the compared OMol25 structures with the same formula, charge and spin**: 148.5 kJ/mol
**Net charge**: 0
**SMILES**: S/N=C\NS
**2S+1**: 1

Each line ends with the Mulliken charge.
CARTESIAN COORDINATES (ANGSTROEM)
C -0.6392 -0.7544 -0.5795  0.0671
H 1.2172 1.8718 0.5935  0.1248
H 0.8252 0.0247 -1.7173  0.3008
H -1.0734 -1.1494 -1.3987  0.4273
H 0.6285 -0.1259 1.6932  0.0750
N 0.4413 0.1449 -0.7776  -0.4613
N -1.1136 -1.1338 0.5293  -0.3796
S 0.2346 1.7983 -0.3761  -0.0924
S -0.5206 -0.6760 2.0332  -0.0618


# 3
A structure of composition C16H25BClN9O2Os, computed with ωB97M-V with the def2-TZVPD basis set.

## Properties
**HOMO energy (alpha / beta)**: -15.19 / -15.20 eV
**LUMO level (alpha / beta)**: -0.3192 / -0.3216 Ha
**Gap between HOMO and LUMO (alpha / beta)**: 0.2391 / 0.2369 Eh
**Net charge**: +2
**2S+1**: 1

Each line ends with the Mulliken charge.
CARTESIAN COORDINATES (ANGSTROEM)
Os 0.2049 -0.1097 0.6790  0.6328
C 4.1970 -1.5493 0.3962  -1.0968
C 3.2162 -0.6304 0.0798  -0.1325
N 2.0586 -0.9790 0.6747  -0.0541
N 2.2965 -2.1089 1.3814  0.0500
C 3.5722 -2.4647 1.2356  -0.0618
B 1.1496 -2.7038 2.2199  0.1158
N 0.0007 -2.9766 1.2255  0.0243
C -0.7388 -4.0613 0.9901  -0.0449
C -1.7508 -3.7383 0.0996  -1.2504
C -1.5805 -2.3932 -0.1671  -0.0606
N -0.5066 -1.9432 0.5078  -0.1657
N 0.6480 -1.5878 3.1888  0.1712
C 0.4662 -1.5850 4.5010  -0.0241
C -0.0710 -0.3518 4.8875  -1.0401
C -0.1889 0.3651 3.7233  -0.1766
N 0.2487 -0.3831 2.6780  -0.0678
H 5.2239 -1.5507 0.0769  0.4379
H 3.2726 0.2468 -0.5439  0.4690
H 3.9605 -3.3395 1.7308  0.5005
H 1.5049 -3.6616 2.8275  -0.0151
H -0.4984 -4.9959 1.4701  0.4922
H -2.5167 -4.3847 -0.2903  0.4704
H -2.1598 -1.7210 -0.7790  0.5429
H 0.7289 -2.4448 5.0964  0.4949
H -0.3318 -0.0423 5.8839  0.4456
H -0.5628 1.3607 3.5517  0.5419
C -0.2076 3.7222 -2.0429  -1.3143
N 0.3214 2.4719 -1.4807  0.1941
C 1.0692 2.6489 -0.2365  -1.1028
C 0.0373 1.2882 -2.0030  0.8286
N 0.2015 0.1641 -1.2228  0.1847
N -0.3827 1.1516 -3.2621  0.0566
C 0.1535 1.9655 -4.3593  -1.1728
C -1.1620 -0.0223 -3.6606  -1.0109
H -0.5399 4.3401 -1.2127  0.4566
H -1.0568 3.5051 -2.6831  0.4202
H 0.5581 4.2576 -2.6033  0.3716
H 1.7690 3.4735 -0.3636  0.5827
H 1.6739 1.7588 -0.0115  0.2902
H 0.3928 2.8727 0.5894  0.2968
H 0.2278 -0.6838 -1.7840  0.3347
H 0.8948 2.6648 -3.9873  0.3906
H -0.6407 2.5107 -4.8676  0.3755
H 0.6348 1.2973 -5.0739  0.3993
H -0.5242 -0.8397 -4.0094  0.3710
H -1.8082 0.2727 -4.4847  0.3815
H -1.7907 -0.3439 -2.8352  0.2575
Cl -3.1546 3.5588 0.3420  -0.1508
C -3.5981 1.9076 0.8665  -0.6158
C -2.5598 0.9642 0.3103  0.5667
O -2.7509 0.2613 -0.6547  -0.5856
O -1.4188 0.9909 0.9959  -0.6930
H -4.5739 1.6714 0.4575  0.3903
H -3.6089 1.9040 1.9519  0.2982


# 4
A structure of composition C23H25Co2O7Si at a distorted geometry, computed with ωB97M-V with the def2-TZVPD basis set.

## Properties
**HOMO energy**: -2.95 eV
**LUMO level**: 0.0719 Ha
**Gap between HOMO and LUMO**: 0.1803 Eh
**Energy above the lowest of the compared OMol25 structures with the same formula, charge and spin**: 309.1 kJ/mol
**Net charge**: -1
**2S+1**: 1

Each line ends with the Mulliken charge.
CARTESIAN COORDINATES (ANGSTROEM)
C -1.3064 -0.0148 3.7208  -1.3936
C -1.5883 -0.7557 2.4302  1.5684
C -0.8915 -2.0910 2.2945  -0.2809
C -0.9385 -2.6996 0.8455  2.5715
C -0.2566 -4.0989 0.8405  -1.8596
O -0.4420 -2.7140 3.2335  -0.6905
Si 1.2204 0.7119 -0.1049  0.4674
C 0.6012 1.4958 1.4685  -0.9318
C 2.8239 -0.1604 0.2412  -1.1380
C 0.8579 1.5636 -1.7196  -1.0587
H -2.0997 0.7198 3.8982  0.3853
H -1.2581 -0.7634 4.5054  0.3855
H -0.3531 0.5151 3.6765  0.2466
H -2.6704 -0.9080 2.2895  -0.0975
H -1.3455 -0.1503 1.5633  -1.1210
H -2.0476 -2.8310 0.7650  -1.6353
H -0.6820 -4.7557 0.0754  0.4870
H 0.8243 -3.9648 0.7035  0.2743
H -0.4572 -4.5875 1.7954  0.4841
H 0.8801 2.5366 1.6835  0.4845
H -0.4927 1.5011 1.5136  0.4163
H 0.9618 0.9025 2.3177  0.1621
H 3.6957 0.4599 0.4536  0.3650
H 2.6628 -0.8096 1.1079  0.3193
H 3.0547 -0.8087 -0.6057  0.3293
H 1.7401 1.7568 -2.3433  0.3995
H 0.2036 0.8842 -2.2828  0.2738
H 0.3119 2.5135 -1.6271  0.3327
O -2.5026 1.3034 -0.3367  -0.5788
C -2.9952 0.2744 -0.5896  0.2541
Co -3.8548 -1.1867 -1.0325  0.1382
C -0.5319 -1.8330 -0.1892  0.9044
O 0.2039 -0.7892 -0.1935  -0.3021
C -4.9989 -0.1494 -1.8083  0.1939
O -5.7200 0.6021 -2.3175  -0.4825
C -3.6584 -2.5550 -2.2394  2.8020
C -3.7959 -2.8643 -3.6498  -0.1486
C -5.0292 -2.7903 -4.3236  -0.2942
C -5.0994 -3.0660 -5.6870  -0.7053
C -3.9478 -3.4107 -6.3996  -0.4844
C -2.7236 -3.4752 -5.7384  -0.6512
C -2.6446 -3.2270 -4.3659  -0.4588
C -2.5775 -2.4551 -1.3112  -0.9482
C -1.1096 -2.4918 -1.3237  -1.7952
Co -4.0601 -3.4053 -0.6866  0.1545
C -4.7427 -2.0430 0.3888  0.1413
O -5.3135 -1.8067 1.4003  -0.5949
C -3.5487 -4.7328 0.3282  0.3882
O -3.2444 -5.6447 0.9797  -0.4820
C -5.4737 -4.2316 -1.2297  0.0838
O -6.3991 -4.8135 -1.6164  -0.4588
H -5.9144 -2.5048 -3.7483  0.4662
H -6.0673 -3.0241 -6.1846  0.3485
H -4.0043 -3.6336 -7.4616  0.3485
H -1.8123 -3.7438 -6.2657  0.3658
H -1.6897 -3.3218 -3.8549  0.2513
H -0.7856 -3.5363 -1.3412  0.4364
H -0.7156 -2.1206 -2.2854  0.3624


# 5
A cluster of 2 separate species, C8H11NO in total at a distorted geometry, computed with ωB97M-V with the def2-TZVPD basis set.

## Properties
**HOMO energy**: -9.04 eV
**LUMO level**: 0.0251 Ha
**Gap between HOMO and LUMO**: 0.3573 Eh
**Energy above the lowest of the compared OMol25 structures with the same formula, charge and spin**: 359.4 kJ/mol
**Net charge**: 0
**2S+1**: 1

Each line ends with the Mulliken charge.
CARTESIAN COORDINATES (ANGSTROEM)
N 3.1212 -0.2035 0.8215  -0.6379
C 2.3705 -0.0835 -0.2569  -0.0898
C 0.8794 -0.0504 -0.2381  0.6532
C 0.2657 -1.2419 -0.1198  -0.3672
C -1.1984 -1.5701 -0.1895  -0.6073
C -2.1563 -0.4263 -0.5319  -0.8020
C -2.0961 0.6987 0.4654  -0.2955
C -1.0084 1.4606 0.6123  -0.3465
C 0.2190 1.3185 -0.2542  -0.7006
H 0.8713 -2.0673 0.2686  0.3056
H -1.3188 -2.3778 -0.9291  0.3275
H -1.4878 -2.0177 0.7772  0.3317
H -1.9072 -0.0455 -1.5370  0.2987
H -3.1757 -0.8289 -0.5935  0.3521
H -2.9606 0.8668 1.1131  0.3623
H -0.9950 2.2406 1.3779  0.3636
H 0.9600 2.0647 0.0555  0.3753
H -0.0387 1.5696 -1.2991  0.3165
O 3.0031 0.7954 -0.9901  -0.6427
H 2.7716 -0.9064 1.4643  0.2278
H 3.8813 0.8042 -0.0167  0.5753


# 6
A cluster of 4 separate species, C9H21N3O9 in total at a distorted geometry, computed with ωB97M-V with the def2-TZVPD basis set.

## Properties
**HOMO energy**: -10.25 eV
**LUMO level**: -0.0014 Ha
**Gap between HOMO and LUMO**: 0.3754 Eh
**Net charge**: 0
**SMILES**: C[N+](=O)[O-].C[N+](=O)[O-].C[N+](=O)[O-].CCCOCC(=O)OC
**2S+1**: 1

Each line ends with the Mulliken charge.
CARTESIAN COORDINATES (ANGSTROEM)
C 3.8758 -1.1621 -0.0951  -0.9783
C 4.3905 -0.2604 -1.2323  -0.3862
C 3.3674 0.1062 -2.2754  -0.7094
O 2.2960 0.8655 -1.7266  -0.2613
C 1.0825 0.1615 -1.7120  -0.4035
C 0.1843 0.7826 -0.6624  0.5734
O 0.6440 1.4212 0.1751  -0.4946
O -1.1349 0.6069 -0.7305  -0.3409
C -1.5613 -0.7428 -1.0137  -0.4877
H 2.8961 -1.5806 -0.2773  0.2025
H 3.8054 -0.6045 0.8189  0.2668
H 4.5626 -1.9784 0.0336  0.3372
H 5.2300 -0.7162 -1.7336  0.4533
H 4.7214 0.6665 -0.7902  0.2037
H 3.8573 0.7595 -2.9870  0.3505
H 3.0113 -0.7410 -2.8483  0.4093
H 1.2823 -0.8589 -1.4108  0.3191
H 0.6152 0.1970 -2.6930  0.3109
H -2.0518 -0.7499 -1.9740  0.3638
H -0.7542 -1.4557 -0.9917  0.3497
H -2.2889 -1.0245 -0.2769  -0.0693
C -5.6679 -3.0013 0.4395  -0.7821
N -4.2089 -3.2495 0.2713  0.9436
O -3.6177 -3.7957 1.1829  -0.5290
O -3.7002 -2.8740 -0.7667  -0.5467
H -5.9713 -3.3786 1.4086  0.3011
H -5.8232 -1.9284 0.3718  0.3154
H -6.1813 -3.5221 -0.3632  0.3003
C -2.0982 -0.8670 3.3856  -0.5796
N -3.5364 -0.6962 3.0347  0.9064
O -3.7960 -0.2100 1.9494  -0.5120
O -4.3518 -1.0574 3.8579  -0.5505
H -1.4964 -0.5020 2.5608  0.1385
H -1.9133 -0.2932 4.2885  0.2964
H -1.9307 -1.9263 3.5566  0.2976
C 2.2902 4.1543 -0.0154  -0.6092
N 2.3728 5.6272 -0.2310  0.8931
O 3.4744 6.1437 -0.2065  -0.5423
O 1.3254 6.2139 -0.4185  -0.5375
H 3.2919 3.7710 0.1357  0.2712
H 1.6709 3.9836 0.8589  0.3013
H 1.8368 3.7162 -0.8978  0.2151